1.
{"formula": "CN3O4", "method": "ωB97M-V/def2-TZVPD", "elements": ["O", "C", "O", "N", "N", "O", "N", "O"], "positions_angstrom": [[0.637325, -1.690127, 1.436608], [1.025390, -2.933314, 1.832415], [1.140839, 0.345533, -0.296323], [-2.179325, 3.184883, -3.831667], [-2.454770, 4.176163, -3.459762], [-0.112536, 0.504190, 1.514367], [0.524825, 0.343977, 0.622602], [1.418252, -3.931304, 2.181760]], "forces_ev_per_angstrom": [[2.7, -9.6, 2.9], [-2.3, 8.9, -2.8], [1.2, 0.0, -1.9], [3.1, -11.2, -4.2], [-3.1, 11.2, 4.2], [-1.1, 0.9, 1.2], [-0.3, 0.3, 0.5], [-0.1, -0.4, 0.1]], "nbo_charge": [-0.7319, 1.0995, -0.0056, 0.0603, 0.0978, 0.0137, 0.8244, -0.3582], "multiplicity": 3, "mol_weight_g_mol": 118.03, "energy_ha": -502.61107, "charge": 1, "lumo_ev": [-6.95, -9.54]}



2.
{"formula": "C8H11NO3", "method": "ωB97M-V/def2-TZVPD", "elements": ["N", "H", "C", "C", "C", "C", "H", "H", "C", "H", "H", "H", "H", "C", "H", "H", "O", "C", "O", "C", "H", "H", "O"], "positions_angstrom": [[-0.093365, -0.660315, -1.314051], [-1.985097, 1.784108, 3.865961], [1.621222, -1.973750, -1.312762], [0.560696, -1.540539, -0.574234], [-1.284615, 1.196397, 3.208916], [-0.197080, 1.349675, 1.077259], [2.551460, -1.694618, -3.138737], [-1.329693, 0.101477, 3.377158], [0.588442, -0.333167, -2.567696], [-0.219698, 1.419320, 3.499509], [2.394114, -2.578480, -0.896927], [-0.504194, -1.326295, 1.082821], [1.942215, 1.126806, 0.643983], [-1.418424, 1.595391, 1.692055], [-1.194627, -0.271973, -3.375594], [-2.303822, 0.947754, 1.446119], [0.203003, -1.894538, 0.692426], [1.699881, -1.401288, -2.529228], [-1.251088, -0.166241, -1.026249], [0.980796, 1.331068, 0.876646], [-1.707922, 2.623962, 1.477133], [1.131356, 0.687916, -2.510749], [-0.183560, -0.322670, -3.693757]], "forces_ev_per_angstrom": [[-1.3, -0.1, 1.3], [0.6, -0.9, -0.6], [3.3, -1.1, -1.5], [-3.6, 2.5, 1.8], [1.4, 1.2, 0.7], [1.6, -0.2, -0.7], [-0.5, 0.8, -0.5], [-0.6, 0.6, -0.3], [2.7, 0.1, -0.5], [-1.1, 0.2, 0.1], [0.2, -0.7, 0.1], [0.6, -0.2, -1.1], [2.4, -0.3, -0.6], [-3.5, -1.1, 1.9], [3.1, 0.0, -0.8], [1.0, 0.6, -1.0], [0.1, 0.2, -1.1], [0.0, -0.4, 1.1], [0.0, 0.1, -0.3], [-1.5, -0.1, 0.1], [-0.1, 0.1, 0.5], [-0.8, -1.3, 0.6], [-4.1, -0.2, 0.7]], "nbo_charge": [0.0364, 0.2180, -0.2758, 0.4688, -0.5921, 0.0396, 0.2354, 0.2041, 0.2101, 0.2139, 0.2303, 0.5236, 0.2173, -0.5172, 0.5088, 0.2427, -0.6493, -0.1763, -0.6005, -0.2833, 0.2406, 0.2031, -0.6982], "multiplicity": 1, "mol_weight_g_mol": 169.18, "smiles": "[O-][N+]1=C(O)C=C[C@H]1O.C#CCC", "relative_energy_ev": 6.186, "energy_ha": -591.69951, "charge": 0, "lumo_ev": [0.05, 0.05]}



3.
{"formula": "C37H63N12O5P", "method": "ωB97M-V/def2-TZVPD", "elements": ["C", "H", "H", "H", "H", "H", "H", "O", "H", "H", "O", "N", "O", "H", "H", "H", "H", "H", "C", "C", "H", "H", "H", "H", "N", "N", "C", "N", "C", "H", "H", "H", "C", "H", "H", "C", "H", "C", "H", "H", "H", "N", "N", "H", "N", "C", "H", "C", "C", "H", "H", "C", "H", "C", "H", "C", "P", "C", "H", "H", "H", "N", "H", "H", "H", "H", "C", "H", "H", "C", "C", "H", "C", "H", "N", "H", "H", "O", "C", "C", "H", "H", "H", "H", "H", "H", "H", "C", "C", "H", "H", "O", "C", "H", "C", "C", "C", "N", "C", "N", "C", "H", "C", "H", "H", "C", "C", "H", "N", "C", "C", "H", "C", "H", "H", "H", "C", "C"], "positions_angstrom": [[-0.807753, 0.934778, 2.008235], [-10.163610, 5.763714, 3.921102], [-5.914749, 8.828138, 1.686073], [0.332297, -5.949891, 3.333764], [3.100036, -6.723913, 2.681922], [-8.810688, 2.829595, 1.812830], [1.716962, 5.167862, -7.488713], [-0.091161, -3.396177, -2.233727], [-7.100056, 8.062000, 3.003155], [4.640564, -5.840257, 2.554269], [-0.142172, 0.490180, -0.656254], [-2.761784, -0.125438, -4.515620], [-4.457197, 6.169858, 3.627242], [4.704834, -8.602685, 8.698076], [0.769771, -0.085825, -8.248106], [0.093228, -0.515612, -3.830304], [6.159569, -2.683751, -2.129436], [-2.230605, 3.328678, 5.201932], [-9.667516, 7.832302, 3.582906], [3.981344, -6.193055, 4.574281], [7.700098, -1.800095, -2.257089], [-0.776618, 0.895406, -5.765477], [2.455342, 4.856354, -9.078688], [-2.626803, 6.400336, 2.467844], [8.102442, -1.905356, -4.352589], [1.020402, -7.282529, 0.577923], [-10.625035, 6.655614, 3.488205], [4.214865, -6.424432, 5.791680], [1.640775, -8.365552, 0.757719], [-9.201461, 4.039172, 0.566039], [8.682378, 1.234536, -5.251411], [-9.737009, 2.352540, 0.368974], [7.040878, -2.152892, -0.237077], [-11.546316, 6.879954, 4.032937], [-5.114552, -1.596837, -6.332970], [5.182943, -7.628890, 8.835150], [-0.977229, 5.958982, 4.619943], [2.112799, -0.023510, -4.793955], [-1.946357, 2.830764, 1.111371], [-1.572305, 0.029079, 1.875800], [2.674112, -1.136413, -1.873901], [-2.796101, -5.027229, 3.938023], [1.938437, -3.330544, 1.474028], [-5.444047, 8.930952, 3.533318], [3.354441, 2.301455, -7.163641], [-1.042096, 3.414120, 3.194275], [1.095353, -1.265178, -0.033817], [6.568427, -7.811336, 9.433107], [-5.110674, 6.849897, 2.484400], [5.258371, -7.129518, 7.865223], [1.424591, -1.955513, -3.797275], [1.716709, -0.457727, -2.089224], [2.624561, -1.038970, -6.811882], [-3.015732, 6.529927, 3.581073], [-0.526394, 4.276229, 2.589849], [-10.863757, 3.481036, 1.816894], [-0.740962, -2.092477, -1.554722], [0.218055, 0.904952, 0.729614], [2.047622, 0.679166, -1.939563], [-0.594023, -6.426946, 1.889908], [-3.921776, -0.981529, -7.503036], [7.274398, -2.384270, 0.980322], [3.269656, -0.051002, -4.619487], [1.187967, 1.372632, -7.000870], [-2.738381, 1.968617, 2.643961], [-0.206864, 2.925232, 3.872755], [8.421995, -0.686191, -4.311971], [-2.892184, 7.666663, 3.914989], [5.196760, -2.770394, 1.743659], [4.382802, -2.041340, 1.785510], [3.699886, -5.914313, 3.106804], [-1.683821, -2.517087, -0.546363], [2.631278, 4.853419, -7.999403], [4.521268, -1.306839, 0.987290], [-11.939087, 3.752257, 2.417089], [1.058709, -1.742625, -5.954884], [-10.869771, 6.457423, 2.441077], [1.525090, 1.242571, 0.901068], [8.807256, 0.783366, -4.263157], [3.046772, -2.745919, 1.615222], [6.211330, -0.933430, -1.806836], [8.171338, 1.311851, -3.547523], [2.695320, -10.089205, 0.011770], [1.778098, 1.111631, -4.909610], [9.851335, 0.885033, -3.954586], [-5.141497, 0.117340, -6.813734], [-3.248356, 3.850359, 3.620030], [3.026505, 3.458574, -7.542666], [-2.226374, 3.969125, 4.201865], [4.566263, -7.020058, 9.502105], [-2.563113, 5.705833, 5.666323], [-5.009111, 6.396138, 1.227380], [-1.710977, 2.303926, 2.137213], [-0.194221, 0.751862, 3.015332], [0.740358, 0.279819, -7.136594], [-0.424615, -5.625536, 2.614366], [0.541508, -0.808432, -0.960992], [7.717778, -7.962711, 9.929299], [1.649742, -0.748548, -6.226460], [-0.721930, 0.317679, -6.653232], [2.388711, -9.670939, 0.974423], [4.413427, -1.528357, 2.750686], [6.759419, -1.874151, -1.704554], [-0.058475, -4.740315, 2.086973], [3.430821, 5.562316, -7.767035], [-1.720772, -5.298450, 3.337827], [-4.493780, -0.738153, -6.603381], [1.742844, -10.390150, 1.485707], [-8.873050, 8.808408, 3.661437], [-3.547174, -0.403302, -5.462235], [-2.086749, 5.566463, 4.583916], [-1.200537, 0.909030, -7.376758], [1.232585, -0.790900, -3.619588], [3.151796, -4.973592, 3.004522], [-1.525128, -1.451736, -2.609222], [3.278194, -9.493973, 1.585405], [-9.567601, 3.153950, 1.093433], [-5.973302, 8.262900, 2.720776]], "forces_ev_per_angstrom": [[-0.7, -0.7, -0.7], [0.0, 0.2, -0.1], [-0.2, -1.3, 2.2], [-0.2, 0.1, 0.0], [0.0, 0.1, 0.1], [-0.2, 0.1, 0.0], [0.2, -0.2, 0.0], [-1.6, 3.9, 2.5], [2.7, 0.3, -0.5], [-0.1, 0.0, 0.2], [0.4, -0.7, 3.9], [-6.5, -2.2, -7.5], [0.0, 2.0, -2.6], [0.2, 0.1, 0.1], [-0.1, 0.9, 2.1], [2.4, -0.7, 0.6], [0.1, 0.1, 0.1], [-0.1, 1.3, -2.3], [5.1, 6.4, 0.6], [1.6, -1.6, 8.1], [-0.3, -0.2, 0.4], [0.2, -1.0, -1.4], [0.1, -0.1, 0.2], [-0.9, 0.3, 2.3], [2.7, 9.8, 0.1], [5.1, -8.8, 1.3], [0.8, 1.0, 0.1], [-1.9, 1.9, -9.8], [-4.1, 7.1, -1.2], [-0.1, -0.1, 0.1], [0.0, -0.2, 0.1], [-0.1, 0.1, 0.2], [1.6, -1.5, 8.0], [0.2, 0.0, -0.1], [0.2, 0.1, 0.1], [1.2, -0.1, 0.5], [-2.3, -0.8, -0.3], [-1.4, 0.0, -0.5], [0.5, -1.3, 2.0], [1.8, 1.9, 0.2], [-2.1, 1.4, -0.4], [8.5, -2.1, -4.8], [8.8, 4.7, 1.1], [-1.2, -1.5, -1.5], [-2.5, 9.4, -3.0], [-0.2, -0.3, 0.2], [-1.3, 1.0, -1.6], [7.6, -1.0, 3.3], [0.1, -1.1, -5.2], [0.0, -0.1, 0.2], [-0.8, 2.6, 0.5], [0.1, -0.4, -0.3], [-2.0, 0.6, 1.0], [1.9, 0.2, -0.2], [-1.1, -1.6, 1.2], [-7.1, 1.7, 3.9], [1.8, -3.8, -3.5], [6.8, 1.5, 0.3], [-1.0, -2.5, -0.2], [-0.1, 0.3, 0.2], [0.1, 0.1, 0.2], [-1.7, 1.8, -9.8], [-2.2, -0.1, -0.3], [-0.6, -2.5, -0.7], [2.2, 0.7, -1.3], [-1.6, 0.8, -1.6], [-2.0, -8.0, -0.5], [-0.3, -2.4, -0.7], [-0.3, 0.1, 0.0], [-1.3, -0.7, 0.0], [0.3, -0.2, 1.3], [0.6, 0.9, -0.2], [0.3, -1.2, 0.4], [-0.1, -0.2, 0.1], [8.6, -2.1, -4.8], [1.1, 2.2, -0.8], [0.1, 0.1, 0.2], [-8.3, -2.1, -0.9], [-0.3, -1.2, 0.0], [-7.3, -3.6, -0.9], [0.1, -0.1, 0.1], [0.0, -0.2, -0.1], [-0.1, 0.2, 0.1], [0.9, -2.3, 0.6], [-0.2, -0.1, 0.0], [0.2, -0.1, 0.1], [2.0, 0.2, 1.5], [2.2, -7.6, 2.5], [0.2, 0.5, -0.5], [0.2, -0.1, 0.0], [1.1, -0.2, -2.2], [-0.3, 2.3, 8.1], [-0.1, 0.2, 1.1], [-1.2, 0.5, -2.6], [0.6, 0.0, 0.9], [-1.3, 0.3, 0.6], [1.8, 0.5, 0.0], [-9.2, 1.2, -4.0], [0.4, 0.3, 0.3], [1.1, 1.3, -0.6], [-0.6, 1.1, -0.2], [-0.1, -0.1, -0.1], [0.3, -0.3, 1.5], [-0.1, -0.2, 0.1], [-0.1, -0.2, 0.0], [-7.0, 1.8, 4.0], [0.8, 0.3, 0.9], [0.0, 0.2, -0.1], [-6.6, -7.7, -0.5], [5.2, 1.8, 6.4], [-1.6, 0.1, 0.6], [0.4, -0.7, 1.0], [0.9, 0.0, -0.5], [0.0, -0.2, 0.1], [0.4, 0.0, 1.3], [-0.2, 0.1, -0.1], [-1.1, 0.3, 0.6], [1.0, -0.5, -0.3]], "mulliken_charge": [-0.6010, 0.2606, 0.2865, 0.1653, -0.0985, 0.2663, 0.2652, -0.6939, -0.0096, 0.3778, -0.3661, -0.5003, -0.2877, 0.2487, 0.3125, -0.2780, 0.2870, 0.2812, 0.4024, 0.3223, 0.1829, 0.2568, 0.2670, 0.3047, -0.5108, -0.5090, -0.7058, -0.5377, 0.4192, 0.2628, 0.2959, 0.2996, 0.4051, 0.3297, 0.2880, -0.4733, 0.3201, -0.4691, 0.2782, 0.2841, 0.1523, -0.4590, -0.6023, 0.2742, -0.4833, -0.4649, -0.0311, 0.2926, 0.5675, 0.1614, 0.3507, -0.4949, 0.3065, -0.4764, 0.2775, 0.3872, 0.4281, 0.4798, 0.2366, 0.3004, 0.2687, -0.5773, 0.2684, 0.1959, 0.3585, 0.2922, 0.4942, 0.2911, 0.2609, -0.7637, 0.0048, 0.1062, -0.7805, 0.2341, -0.4553, 0.3555, 0.2269, -0.5624, -0.7428, 0.5090, 0.2414, 0.2671, 0.2831, 0.2842, 0.2842, 0.2736, 0.3050, 0.4895, -0.5987, 0.2527, 0.3053, -0.5524, -0.5284, 0.3109, -0.6176, -0.1687, 0.4852, -0.4240, -0.5835, -0.5001, -0.7440, 0.3192, -0.5838, 0.1228, 0.2905, 0.1149, -0.7841, 0.2702, -0.5713, 0.4472, -0.6494, 0.2173, -0.0692, -0.1560, 0.0172, 0.2699, -0.7279, -0.4087], "multiplicity": 1, "mol_weight_g_mol": 786.96, "smiles": "CC(=O)OCCCCCCC(=O)O[C@H](CCCCCN)[PH2]=O.CC#N.CC#N.CC#N.CC#N.CC#N.CC#N.CC#N.CC#N.CC#N.CC#N.CC#N", "energy_ha": -2821.51554, "charge": 0, "lumo_ev": 0.18}



4.
{"formula": "C19H29Cl2N2O3", "method": "ωB97M-V/def2-TZVPD", "elements": ["H", "H", "H", "C", "H", "O", "C", "H", "C", "H", "H", "C", "H", "C", "H", "C", "C", "H", "C", "C", "O", "C", "H", "H", "C", "C", "C", "Cl", "H", "H", "N", "H", "H", "H", "H", "H", "C", "H", "Cl", "C", "C", "H", "C", "H", "H", "H", "H", "N", "H", "H", "H", "C", "C", "O", "H"], "positions_angstrom": [[-0.478782, 4.962712, 0.602151], [-3.042255, 2.820851, -0.429284], [-3.258586, -2.816283, -0.755515], [-1.026174, 4.116673, 0.162399], [1.320530, 3.830201, 0.910844], [-0.839357, 0.761241, -1.637712], [-4.281728, 0.665598, -1.000301], [-1.676193, 4.536447, -0.600949], [1.556368, 1.703818, 0.678964], [1.714655, -1.237273, -0.296625], [-4.877101, 1.568499, -0.934979], [-3.351487, -1.071181, 0.415068], [-1.844944, 0.889982, 0.685340], [2.346598, 0.847596, -0.297659], [1.944896, 3.329258, -0.659001], [2.462753, -0.607118, 0.176084], [-1.879339, 3.451389, 1.259926], [3.351075, 1.258492, -0.423268], [-0.218671, 3.049740, -1.890527], [4.429852, -4.778061, -0.180571], [-1.190649, 1.763213, -3.610652], [2.575483, -5.304882, 1.811862], [1.105583, -4.644499, 0.396984], [-3.163989, -1.362643, -1.752475], [-2.863116, 1.168360, 0.959327], [3.079011, -4.563177, -0.416844], [2.154425, -4.825747, 0.584260], [2.512216, -3.958734, -1.928000], [-3.434873, 0.828165, -1.671753], [-2.947605, 1.063155, 2.041585], [-0.139238, 3.128161, -0.434366], [-4.877769, -0.130478, -1.436940], [-2.224790, 4.199554, 1.972796], [0.768104, 3.126532, -2.350824], [2.144504, 1.816974, 1.593323], [-1.228448, 2.740901, 1.761486], [3.926055, -5.525401, 2.044690], [-3.991057, 3.006486, 1.066650], [5.615963, -4.450853, -1.397107], [4.850547, -5.261387, 1.049479], [-3.058715, 2.639700, 0.639645], [1.848431, -5.501273, 2.587651], [1.205180, 3.096277, 0.111849], [1.870266, 0.873548, -1.276061], [-0.829708, 3.848800, -2.306780], [-1.788949, -1.812034, -0.799647], [5.904525, -5.426126, 1.222870], [-3.861613, 0.247755, 0.344430], [2.284608, -0.642746, 1.251452], [3.452370, -1.022241, -0.002275], [4.260762, -5.899323, 3.002681], [-0.812565, 1.719049, -2.424847], [-2.872653, -1.799232, -0.808138], [-3.251866, -1.600670, 1.495292], [0.627462, 1.182237, 0.894012]], "forces_ev_per_angstrom": [[0.2, 0.0, 0.0], [-0.2, -0.1, -0.2], [0.1, -0.1, 0.0], [0.1, -0.5, 0.6], [-0.2, 0.2, 0.0], [-0.1, -0.8, 0.6], [0.5, -0.3, 0.0], [-0.1, 0.0, -0.1], [0.2, 0.2, -0.3], [-0.1, -0.1, -0.1], [-0.1, 0.1, 0.0], [-0.4, 0.5, 0.2], [0.1, 0.0, -0.3], [0.2, -0.3, -0.1], [0.1, 0.2, -0.1], [-0.1, 0.3, 0.2], [-0.3, -0.1, -0.8], [0.1, 0.2, 0.0], [-0.2, -0.5, 0.1], [0.1, 0.0, 0.0], [-0.1, 0.1, -0.3], [0.1, 0.0, 0.0], [0.0, 0.0, -0.1], [0.0, 0.1, -0.1], [-0.4, 0.1, 0.6], [-0.1, 0.1, 0.0], [0.0, 0.0, 0.1], [0.0, 0.0, 0.0], [0.1, 0.2, -0.1], [0.0, -0.1, 0.1], [0.1, 1.2, -0.7], [-0.3, 0.0, 0.0], [-0.1, 0.0, 0.1], [0.2, 0.1, 0.0], [0.0, -0.1, 0.2], [0.2, 0.1, 0.4], [-0.1, 0.0, 0.0], [-0.3, -0.1, -0.2], [0.0, 0.0, 0.0], [0.0, 0.0, 0.1], [0.7, 0.3, 0.5], [0.0, 0.0, 0.0], [-0.2, -0.8, 0.4], [-0.1, 0.0, -0.1], [0.0, 0.2, 0.0], [0.2, 0.1, 0.1], [0.0, 0.0, -0.1], [0.5, 0.0, -0.8], [0.0, -0.1, 0.1], [0.1, -0.1, -0.1], [0.0, 0.0, 0.0], [0.0, 0.4, -0.3], [-0.5, -0.2, -0.4], [0.3, -0.3, 0.6], [-0.1, 0.0, 0.2]], "nbo_charge": [0.1569, 0.2113, 0.2151, -0.1913, 0.1738, -0.7992, -0.4337, 0.1851, -0.4005, 0.2177, 0.1951, 0.7227, 0.2195, -0.3995, 0.1725, -0.6085, -0.3958, 0.1735, -0.3392, -0.0691, -0.7841, -0.2015, 0.2403, 0.2312, -0.2082, -0.0538, -0.2120, 0.0461, 0.2261, 0.1915, -0.4619, 0.1898, 0.1849, 0.1846, 0.1740, 0.2042, -0.2095, 0.1919, 0.0189, -0.2198, -0.4168, 0.2205, -0.2019, 0.2263, 0.1888, 0.2665, 0.2252, -0.4876, 0.1920, 0.1929, 0.2147, 0.7510, -0.7319, -0.6026, 0.2238], "multiplicity": 1, "mol_weight_g_mol": 404.36, "energy_ha": -1997.05158, "charge": -1, "lumo_ev": 2.40}